Formula: C3H4N2S2
Source: OMol25
Level of theory: the ωB97M-V functional and the def2-TZVPD basis

Last column: Löwdin charge in e.
Cartesian coordinates (Å):
S 3.144 -0.524 -0.076  0.585
C 1.509 -0.481 -0.048  -1.214
N 0.761 0.629 -0.168  -0.072
C -0.631 0.758 0.219  -0.172
C -1.439 -0.443 -0.192  -0.236
N -1.011 -1.644 -0.244  -0.289
S 0.622 -2.003 0.108  0.910
H 1.307 1.464 -0.287  0.120
H -0.727 0.876 1.331  0.138
H -1.043 1.672 -0.224  0.122
H -2.492 -0.305 -0.418  0.108

Values from the calculation:
LUMO in Ha: 0.0112
HOMO-LUMO gap in Eh: 0.3293
Energy above the lowest of the compared OMol25 structures with the same formula, charge and spin in kcal/mol: 22.7

Formula: C4H7NO
Source: OMol25
Level of theory: the ωB97M-V functional and the def2-TZVPD basis

Last column: Löwdin charge in e.
Cartesian coordinates (Å):
C -1.580 -0.360 0.200  -0.111
C -0.601 0.674 -0.360  -0.229
C 0.440 1.090 0.645  -0.277
O 1.615 1.255 0.407  0.006
H -1.088 -1.327 0.343  0.060
H -2.419 -0.508 -0.486  0.073
H -1.991 -0.033 1.161  0.072
H -0.102 0.321 -1.268  0.103
H -1.142 1.599 -0.616  0.120
H 0.048 1.268 1.672  0.127
C 2.302 -1.317 -0.568  -0.077
N 1.430 -2.068 -0.659  0.073
H 3.087 -0.594 -0.470  0.060

Values from the calculation:
LUMO in Ha: 0.0363
HOMO-LUMO gap in Eh: 0.4053
Energy above the lowest of the compared OMol25 structures with the same formula, charge and spin in kcal/mol: 38.6

Formula: C48H37IrN9O4S
Source: OMol25
Level of theory: the ωB97M-V functional and the def2-TZVPD basis

Last column: Mulliken spin population.
Cartesian coordinates (Å):
Ir 10.728 11.257 14.813  1.419
O 7.425 13.474 13.540  0.101
C 8.222 12.570 13.854  -0.051
N 9.456 12.717 14.512  0.143
C 9.766 14.087 14.831  0.001
C 11.195 14.174 15.320  0.015
C 11.852 15.424 15.413  -0.002
C 13.234 15.482 15.598  0.007
C 13.908 14.220 15.790  0.014
C 13.171 13.050 15.748  0.033
N 11.886 12.950 15.361  0.010
C 8.036 11.118 13.540  0.042
C 6.819 10.568 13.071  0.003
C 6.661 9.164 13.001  -0.004
C 7.768 8.369 13.273  0.002
C 8.932 9.008 13.730  0.005
N 9.026 10.306 13.970  -0.015
H 9.018 14.545 15.511  0.014
H 9.755 14.662 13.883  0.012
H 11.296 16.344 15.403  0.000
H 13.773 16.400 15.609  0.000
H 15.004 14.155 15.963  0.001
H 13.691 12.092 15.915  -0.007
H 6.065 11.355 12.754  0.001
H 5.606 8.741 12.894  0.000
H 7.727 7.321 13.042  0.000
H 9.772 8.362 13.911  0.003
C 15.313 7.499 26.632  0.006
O 15.322 6.605 25.580  0.015
C 14.980 7.139 24.373  0.089
C 15.966 7.338 23.397  -0.003
C 15.611 8.066 22.259  0.046
C 14.264 8.377 22.002  0.035
C 13.275 8.188 23.013  0.066
C 13.641 7.583 24.253  -0.034
C 13.697 8.741 20.723  0.085
N 12.369 8.892 20.484  0.036
C 12.238 8.990 19.132  0.161
C 13.465 8.873 18.469  0.162
N 14.375 8.587 19.515  -0.032
C 13.602 8.770 17.044  0.095
C 14.677 8.207 16.400  0.364
C 14.528 7.786 15.007  0.077
C 13.146 9.707 13.961  0.133
N 12.428 9.951 15.024  0.140
C 12.333 9.013 16.201  -0.040
C 11.098 9.458 17.015  0.114
N 10.076 10.114 16.344  0.149
C 8.868 10.264 16.921  0.041
C 8.705 10.010 18.300  0.014
C 9.820 9.645 19.066  0.028
C 11.033 9.343 18.432  -0.011
H 15.319 6.986 27.605  0.000
H 14.527 8.244 26.584  0.000
H 16.219 8.111 26.522  -0.002
H 16.972 7.009 23.557  0.000
H 16.440 8.334 21.559  -0.002
H 12.284 8.436 22.740  0.000
H 12.935 7.485 25.074  -0.001
H 15.366 8.436 19.355  -0.001
H 15.643 8.215 16.930  0.000
H 15.395 7.135 14.788  0.007
H 13.160 11.297 12.545  0.012
H 8.047 10.652 16.292  0.008
H 7.698 10.084 18.745  0.003
H 9.736 9.643 20.115  0.000
C 17.500 10.538 10.830  -0.016
C 16.586 9.972 11.929  0.312
C 16.518 10.431 13.283  -0.039
C 15.671 9.978 14.222  0.348
C 14.582 8.960 14.011  0.152
C 14.798 8.419 12.583  0.342
C 15.690 8.914 11.680  -0.054
S 13.024 6.726 14.809  0.024
O 13.565 5.610 15.624  0.016
O 11.946 7.719 15.640  0.037
N 12.852 10.369 12.766  0.130
C 12.058 9.868 11.756  0.021
C 11.852 8.531 11.422  0.128
C 11.096 8.193 10.321  0.006
C 10.364 9.110 9.565  0.008
C 10.551 10.485 9.831  -0.010
C 9.991 11.538 9.082  0.001
C 10.440 12.789 9.288  0.000
C 11.543 13.037 10.169  0.006
N 11.980 12.096 10.971  0.006
C 11.528 10.800 10.860  -0.028
H 17.657 9.772 10.082  0.003
H 18.455 10.790 11.306  0.010
H 17.076 11.458 10.425  0.030
H 17.216 11.229 13.583  0.005
H 15.847 10.424 15.206  0.041
H 14.173 7.561 12.223  0.011
H 15.657 8.436 10.638  0.005
H 12.180 7.736 12.034  0.001
H 10.999 7.127 10.078  0.001
H 9.736 8.734 8.747  0.000
H 9.254 11.279 8.315  0.000
H 9.927 13.664 8.838  0.000
H 12.015 14.044 10.265  0.000

Values from the calculation:
Spin multiplicity: 6
Total charge: +2
LUMO (spin up / spin down) in Ha: -0.2188 / -0.2952
HOMO-LUMO gap (spin up / spin down) in Eh: 0.1535 / 0.1423
Energy above the lowest of the compared OMol25 structures with the same formula, charge and spin in kcal/mol: 111.4

Formula: C13H20BNO9
Source: OMol25
Level of theory: the ωB97M-V functional and the def2-TZVPD basis

Last column: Löwdin charge in e.
Cartesian coordinates (Å):
C -1.165 4.313 -0.023  -0.092
C 0.054 4.495 -0.936  -0.212
C -0.073 3.808 -2.279  -0.221
O 0.503 2.517 -2.313  -0.133
C -0.360 1.406 -2.279  -0.164
C -0.200 0.509 -1.034  -0.246
C -1.485 0.402 -0.184  -0.114
C -1.400 0.891 1.240  -0.104
N -0.178 0.399 1.969  0.082
C 1.038 0.173 1.106  -0.101
C 1.013 0.908 -0.199  -0.116
H -1.738 3.443 -0.340  0.055
H -1.841 5.159 -0.068  0.075
H -0.877 4.164 1.011  0.062
H 0.940 4.130 -0.428  0.099
H 0.209 5.556 -1.106  0.107
H 0.460 4.400 -3.018  0.120
H -1.116 3.789 -2.594  0.123
H -0.109 0.795 -3.142  0.128
H -1.400 1.702 -2.404  0.116
H 0.010 -0.493 -1.391  0.141
H -1.878 -0.608 -0.192  0.124
H -2.255 1.017 -0.641  0.110
H -1.440 1.969 1.331  0.098
H -2.257 0.509 1.782  0.133
H 0.065 1.104 2.659  0.176
H -0.372 -0.460 2.507  0.109
H 1.890 0.516 1.679  0.137
H 1.156 -0.892 1.020  0.104
H 1.086 1.978 -0.039  0.108
H 1.899 0.585 -0.734  0.141
B 0.759 -4.506 0.705  -0.853
O 0.778 -5.927 1.026  0.236
C 0.897 -6.634 -0.101  -0.375
O 0.944 -7.820 -0.189  0.174
C 0.965 -5.625 -1.275  -0.376
O 1.073 -5.886 -2.431  0.169
O 0.880 -4.399 -0.749  0.222
O -0.491 -3.835 1.183  0.262
C -0.183 -2.872 2.002  -0.375
O -0.928 -2.063 2.509  0.107
C 1.352 -2.841 2.152  -0.426
O 1.911 -2.012 2.818  0.131
O 1.865 -3.762 1.388  0.259

Values from the calculation:
LUMO in Ha: -0.0143
HOMO-LUMO gap in Eh: 0.3353
Energy above the lowest of the compared OMol25 structures with the same formula, charge and spin in kcal/mol: 3.6